Entry 1:
C33H29N8SeV as an isolated structure at a distorted geometry, computed with wB97M-V/def2-TZVPD.

Atoms and positions in Å:
Se (1.840, -1.968, 4.200)
V (0.021, -0.149, 0.217)
N (-2.224, 0.778, 2.352)
N (-0.699, -1.364, -1.204)
N (-1.186, 1.346, 0.246)
N (-0.876, -3.172, 0.386)
N (2.116, -0.427, 4.944)
N (1.309, -1.296, 2.661)
N (0.987, 0.845, 1.760)
N (-1.118, -1.008, 1.294)
C (2.430, 0.437, -0.740)
C (2.974, -1.951, -0.057)
C (2.464, -0.930, -1.041)
C (-2.501, 2.943, 1.463)
C (-1.076, -1.916, -3.506)
C (-1.186, -2.392, 1.356)
C (-1.630, 3.510, -0.685)
C (1.570, 2.006, -4.135)
C (1.857, 1.012, -3.031)
C (-2.978, -3.983, 4.297)
C (1.627, 2.703, 3.171)
C (1.356, 0.018, 2.781)
C (-0.773, -3.662, -1.912)
C (-1.900, -0.466, 2.292)
C (-2.364, -1.556, 3.152)
C (-2.169, -3.979, 3.164)
C (-1.075, 2.259, -0.744)
C (2.106, 1.386, -1.719)
C (1.940, 1.907, 4.239)
C (1.818, 0.512, 4.060)
C (1.158, 2.140, 1.969)
C (-1.935, 1.663, 1.346)
C (-0.718, -2.696, -0.901)
C (2.212, -1.300, -2.367)
C (-0.921, -1.010, -2.485)
C (0.213, 1.734, -4.802)
C (1.947, -0.354, -3.334)
C (-0.947, -3.274, -3.223)
C (-2.351, 3.867, 0.458)
C (-1.870, -2.755, 2.601)
C (-3.195, -1.567, 4.255)
C (-3.492, -2.801, 4.823)
C (1.639, 3.464, -3.690)
H (-3.598, -0.647, 4.658)
H (-0.983, 0.051, -2.688)
H (2.630, 3.736, -3.323)
H (-0.752, -4.698, -1.607)
H (0.901, 2.795, 1.144)
H (2.287, -2.346, -2.643)
H (2.272, 2.301, 5.191)
H (-4.145, -2.842, 5.685)
H (-1.025, -4.011, -4.010)
H (-1.793, -4.899, 2.738)
H (3.244, -1.490, 0.890)
H (2.249, -2.746, 0.133)
H (2.148, 2.435, -1.452)
H (-1.503, 4.202, -1.505)
H (2.341, 1.851, -4.897)
H (0.132, 2.307, -5.724)
H (-2.799, 4.849, 0.539)
H (-3.072, 3.148, 2.357)
H (-3.226, -4.920, 4.777)
H (-0.495, 1.961, -1.610)
H (2.866, 0.781, 0.186)
H (-1.276, -1.570, -4.510)
H (1.824, -0.678, -4.361)
H (3.869, -2.421, -0.466)
H (1.414, 4.112, -4.536)
H (-0.611, 2.045, -4.152)
H (0.903, 3.678, -2.909)
H (1.720, 3.777, 3.241)
H (0.081, 0.681, -5.056)

Cartesian forces (eV/Å) of the 2 atoms listed first:
Se 0.0 -0.4 -0.1
V 2.2 0.2 -1.6

Results
* 2S+1: 3
* expectation value of S²: 2.021
* total charge: +2
* max |F|: 2.7 eV Å⁻¹
* total energy: -5057.97801 Ha
* energy above the lowest of the compared OMol25 structures with the same formula, charge and spin: 83.0 kJ/mol

Atom charges from the Mulliken analysis, given in e for atoms 1 to 2:
1 Se 0.353
2 V -0.666

=====

Entry 2:
C4H4O5Pr as an isolated structure at a distorted geometry, computed with wB97M-V/def2-TZVPD.

Atoms and positions in Å:
Pr (-0.583, 0.357, 2.245)
O (-1.073, 1.125, 4.357)
O (1.451, -0.302, -0.838)
O (-0.501, -1.118, -1.196)
O (-1.621, 2.373, 2.628)
O (-2.139, 3.077, 4.710)
C (1.581, -0.839, -2.190)
C (0.194, -1.417, -2.444)
C (-1.621, 2.250, 3.948)
C (0.261, -0.485, -0.371)
H (1.847, -0.008, -2.850)
H (0.180, -2.503, -2.575)
H (-0.355, -0.925, -3.252)
H (2.380, -1.586, -2.170)

Cartesian forces (eV/Å) of the 2 atoms listed first:
Pr -1.7 3.2 2.5
O 1.4 -2.2 -1.9

Results
* 2S+1: 3
* expectation value of S²: 2.018
* total charge: +1
* max |F|: 5.1 eV Å⁻¹
* total energy: -1047.76329 Ha
* energy above the lowest of the compared OMol25 structures with the same formula, charge and spin: 0.0 kJ/mol

Atom charges from the Mulliken analysis, given in e for atoms 1 to 2:
1 Pr 1.832
2 O -0.654